Record 1
The following is a quantum chemistry calculation of a molecular structure, C13H18AlF4O3S, from the Open Molecules 2025 dataset.

Geometry (Å):
O1 1.99611 -1.02769 2.91913
O2 1.44515 -2.14651 2.26315
C1 0.03354 -1.90312 2.03534
Al1 -0.46996 -1.23728 0.16839
C2 -1.54525 0.47793 0.38193
C3 -3.06732 0.29613 0.11471
C4 -3.90191 1.48037 0.70619
S1 -3.97725 2.83186 -0.53203
C5 1.15765 -1.04742 -1.06954
O3 2.38484 -0.79554 -0.32206
C6 2.82282 0.47104 -0.31185
C7 4.15472 0.65871 0.05456
C8 4.72719 1.89649 0.14145
C9 3.96023 3.01789 -0.15296
C10 2.65315 2.87006 -0.52346
C11 2.08390 1.61160 -0.58430
C12 -1.62265 -2.75377 -0.67234
F1 -2.78138 -3.04929 0.03182
F2 -0.83797 -3.90739 -0.59314
C13 -1.93904 -2.56870 -2.17449
F3 -0.96825 -3.20102 -2.90986
F4 -1.93149 -1.26621 -2.54433
H1 1.85718 -0.26326 2.33312
H2 -0.46729 -2.86891 2.22414
H3 -0.38883 -1.21095 2.78202
H4 -1.48046 0.76186 1.44856
H5 -1.17604 1.32446 -0.21592
H6 -3.45880 -0.60274 0.60515
H7 -3.21525 0.28392 -0.96992
H8 -4.90733 1.13097 0.95886
H9 -3.36472 1.82326 1.59425
H10 -5.22547 3.31906 -0.36169
H11 0.99815 -0.36350 -1.91322
H12 1.28731 -2.04412 -1.51883
H13 4.76547 -0.20652 0.30894
H14 5.76254 1.99954 0.45471
H15 4.41712 4.00252 -0.07181
H16 2.06146 3.74723 -0.77031
H17 1.04084 1.52984 -0.87369
H18 -2.88270 -3.07086 -2.44063

For the frontier orbital gap, the calculation gives 7.48 eV. As for the HOMO energy: -4.82 eV. Its LUMO energy is 0.098 hartree. Its net charge is -1. The calculated total energy comes out at -48215.9971 eV.



Record 2
The following is a quantum chemistry calculation of a single C4H8NO2 molecule, from the Open Molecules 2025 dataset.

Geometry (Å):
O1 2.11217 -2.53743 -1.03465
C1 1.11062 -2.12246 -0.33037
O2 0.23686 -2.78922 0.15747
C2 1.22530 -0.58797 -0.15989
C3 -0.16646 0.02285 -0.31517
C4 -0.45323 1.25059 0.50647
N1 -1.88123 1.49694 0.67853
H1 1.88286 -0.23795 -0.95107
H2 1.69992 -0.43109 0.80676
H3 -0.92009 -0.75005 -0.15028
H4 -0.29878 0.23796 -1.37334
H5 0.00864 1.15328 1.48790
H6 0.03608 2.15067 0.13369
H7 -2.42886 0.76187 0.25554
H8 -2.16378 2.38203 0.28842

The energy above the lowest of the compared OMol25 structures with the same formula, charge and spin comes out at 50.9 kJ/mol. As for the expectation value of S²: 0.754. For the frontier orbital gap (alpha / beta), the calculation gives 10.29 / 6.35 eV. As for the spin multiplicity: 2. As for the HOMO energy (alpha / beta): -9.40 / -9.39 eV. Its LUMO energy (alpha / beta) is 0.033 / -0.112 hartree. Its net charge is 0. The calculated total energy comes out at -9860.6954 eV.



Record 3
The following is a quantum chemistry calculation of 2 unconnected molecules or ions with the total composition H2N3O2S, from the Open Molecules 2025 dataset.

Geometry (Å):
N1 0.33242 -0.19406 -0.48992
N2 -2.14683 -0.93040 0.57141
N3 -3.02181 -0.07608 -0.03955
O1 -2.32594 -2.13135 0.35389
O2 -4.03562 -0.47530 -0.63388
S1 -2.74296 1.50964 0.30198
H1 0.60693 -0.50418 0.43987
H2 -0.09570 0.72175 -0.36148

The energy above the lowest of the compared OMol25 structures with the same formula, charge and spin comes out at 300.4 kJ/mol. For the frontier orbital gap (alpha / beta), the calculation gives 7.49 / 6.67 eV. As for the HOMO energy (alpha / beta): -4.28 / -3.45 eV. Its LUMO energy (alpha / beta) is 0.118 / 0.118 hartree. Its net charge is -1. The calculated total energy comes out at -19428.1893 eV.



Record 4
The following is a quantum chemistry calculation of a molecular structure, C26H33MnN5OS, from the Open Molecules 2025 dataset.

Geometry (Å):
Mn1 -0.36026 0.57216 -0.02402
C1 1.26347 -5.10145 0.88033
C2 1.54400 -4.67093 -0.55648
N1 1.92012 -3.26188 -0.64719
C3 3.34198 -2.96521 -0.65957
C4 3.92185 -2.97030 -2.07280
C5 0.96005 -2.30654 -0.71653
S1 1.50804 -0.65960 -0.95939
N2 -0.28675 -2.73875 -0.60224
C6 -1.40176 -2.02197 -0.53159
O1 -1.44537 -0.76522 -0.40032
C7 -2.67491 -2.75128 -0.61289
C8 -2.70851 -4.14811 -0.65235
C9 -3.91784 -4.81593 -0.69169
C10 -5.11082 -4.10379 -0.69590
C11 -5.08576 -2.71706 -0.65175
C12 -3.87839 -2.04419 -0.60659
H1 1.01585 -6.16338 0.92056
H2 0.42452 -4.52775 1.27305
H3 2.13391 -4.92194 1.51358
H4 0.65744 -4.82470 -1.16537
H5 2.35909 -5.26056 -0.98020
H6 3.84097 -3.71698 -0.04410
H7 3.49918 -1.99185 -0.20049
H8 3.70006 -3.91383 -2.57471
H9 5.00421 -2.83819 -2.04245
H10 3.48278 -2.15594 -2.64704
H11 -1.77392 -4.68790 -0.63801
H12 -3.93382 -5.89810 -0.71110
H13 -6.05746 -4.62774 -0.72767
H14 -6.01316 -2.15882 -0.64305
H15 -3.84328 -0.96418 -0.55937
C13 -0.25140 0.72368 1.68347
C14 -0.23744 0.71407 3.09737
C15 0.92135 0.33702 3.81254
C16 0.93584 0.35235 5.19309
C17 -0.19324 0.74544 5.90534
C18 -1.34640 1.11283 5.21894
C19 -1.37646 1.09628 3.83801
H16 1.79462 0.03615 3.24727
H17 1.83127 0.05868 5.72779
H18 -0.17548 0.76149 6.98757
H19 -2.22696 1.40929 5.77616
H20 -2.27484 1.37414 3.30084
C20 2.10222 4.54195 -3.27599
C21 2.48616 3.19829 -2.68682
N3 1.31162 2.61116 -2.07113
C22 0.40884 3.32913 -1.34116
N4 -0.40149 2.67174 -0.56335
C23 -1.36698 3.42586 0.23470
C24 -1.79262 4.71371 -0.45031
C25 -0.53825 5.50482 -0.76651
N5 0.37033 4.68014 -1.54624
C26 1.47822 5.38290 -2.17719
H21 1.37613 4.39418 -4.07731
H22 2.97704 5.04925 -3.68216
H23 3.29739 3.32872 -1.95916
H24 2.83977 2.51937 -3.46209
H25 1.38973 1.64921 -1.77551
H26 -0.91864 3.65329 1.20799
H27 -2.22443 2.78229 0.42236
H28 -2.45331 5.29045 0.19739
H29 -2.32324 4.48576 -1.37745
H30 -0.05836 5.83408 0.16411
H31 -0.77107 6.39259 -1.35745
H32 2.23885 5.64739 -1.42972
H33 1.08575 6.31423 -2.58805

As for the expectation value of S²: 0.922. For the frontier orbital gap (alpha / beta), the calculation gives 6.36 / 6.86 eV. As for the spin multiplicity: 2. As for the HOMO energy (alpha / beta): -6.11 / -6.63 eV. Its LUMO energy (alpha / beta) is 0.009 / 0.009 hartree. Its net charge is 0. The calculated total energy comes out at -79148.7528 eV.



Record 5
The following is a quantum chemistry calculation of a molecular structure, C2H10BOSSn, from the Open Molecules 2025 dataset.

Geometry (Å):
Sn1 -0.89477 -0.82385 -0.47516
B1 -3.26019 -1.03908 -0.56855
H1 -3.87412 -1.91077 -0.40273
H2 -2.61599 -1.30524 -1.39220
H3 -3.88982 -0.21092 -0.85484
H4 -2.68709 -0.79602 0.31276
C1 0.88637 1.80972 0.29408
S1 1.33644 0.27088 1.25389
O1 0.22755 -0.70779 0.94659
C2 2.86167 -0.25483 0.24888
H5 0.14977 2.42429 0.81160
H6 0.33312 1.35509 -0.52770
H7 1.78710 2.35279 0.00797
H8 3.69517 0.41393 0.46365
H9 2.78139 -0.38397 -0.83046
H10 3.16334 -1.19418 0.71226

The energy above the lowest of the compared OMol25 structures with the same formula, charge and spin comes out at 62.3 kJ/mol. For the frontier orbital gap, the calculation gives 7.69 eV. As for the HOMO energy: -13.13 eV. Its LUMO energy is -0.200 hartree. Its net charge is +1. The calculated total energy comes out at -21614.2036 eV.



Record 6
The following is a quantum chemistry calculation of a molecular structure, C4H4IrO, from the Open Molecules 2025 dataset.

Geometry (Å):
H1 -0.85000 -1.14322 -0.06426
C1 -1.67324 -0.31576 -0.86207
C2 -0.96304 0.75963 -0.86683
H2 -2.74168 -0.40712 -1.03867
C3 0.30240 1.10994 -0.44685
C4 0.92093 0.41023 0.61904
O1 0.93156 -0.87323 0.73397
Ir1 2.25357 -1.95320 1.55023
H3 0.98799 1.48640 -1.21358
H4 0.83152 0.92633 1.58902

The energy above the lowest of the compared OMol25 structures with the same formula, charge and spin comes out at 322.8 kJ/mol. As for the expectation value of S²: 8.772. For the frontier orbital gap (alpha / beta), the calculation gives 5.66 / 7.27 eV. As for the spin multiplicity: 6. As for the HOMO energy (alpha / beta): -17.51 / -20.20 eV. Its LUMO energy (alpha / beta) is -0.436 / -0.475 hartree. Its net charge is +2. The calculated total energy comes out at -9067.4047 eV.



Record 7
The following is a quantum chemistry calculation of a molecular structure, C40H30ClN17O4Ti, from the Open Molecules 2025 dataset.

Geometry (Å):
Ti1 -0.33121 -0.77869 0.10532
C1 -6.83757 2.55295 0.20534
C2 -5.57549 1.77906 -0.05983
C3 -5.13349 1.53548 -1.35671
C4 -3.94539 0.87487 -1.58950
C5 -3.15136 0.39184 -0.54228
N1 -1.96126 -0.28521 -0.79465
C6 -1.87947 -0.91361 -2.06951
C7 -2.70008 -1.99372 -2.38378
C8 -2.56937 -2.63910 -3.59697
C9 -1.60217 -2.24324 -4.52275
C10 -1.38836 -3.01678 -5.79261
C11 -0.78335 -1.16996 -4.20537
C12 -0.93333 -0.50495 -2.99774
N2 -0.03787 0.53586 -2.65288
C13 0.55124 1.41625 -3.48297
C14 1.51144 2.08336 -2.76653
C15 1.45439 1.52512 -1.48540
N3 0.51030 0.59802 -1.41640
C16 -3.60677 0.61896 0.75525
C17 -4.78573 1.32320 0.98226
N4 -2.89096 0.12696 1.86989
C18 -3.37608 -0.03622 3.11557
C19 -2.33539 -0.38742 3.93344
C20 -1.23013 -0.43739 3.09202
N5 -1.56142 -0.12184 1.84009
H1 -7.57538 2.37584 -0.57646
H2 -6.63992 3.62709 0.23428
H3 -7.28129 2.27363 1.16020
H4 -5.72201 1.88027 -2.19828
H5 -3.61949 0.70760 -2.60760
H6 -3.42332 -2.32583 -1.64848
H7 -3.20381 -3.48768 -3.82049
H8 -2.31710 -3.46611 -6.14181
H9 -0.67066 -3.82192 -5.62228
H10 -0.99221 -2.38151 -6.58394
H11 0.02214 -0.88582 -4.87103
H12 0.23080 1.50334 -4.50664
H13 2.16974 2.85958 -3.11246
H14 2.08408 1.72686 -0.64092
H15 -5.09562 1.52484 1.99895
H16 -4.42324 0.08050 3.32584
H17 -2.37378 -0.62036 4.98164
H18 -0.23092 -0.74684 3.33084
O1 4.09708 1.18005 3.99395
C21 3.48552 2.32050 3.71747
O2 3.86040 3.37183 4.16941
C22 2.34689 2.27243 2.74926
C23 1.66127 3.37785 2.28393
Cl1 1.82201 5.01998 2.66868
N6 0.69853 2.94852 1.43238
N7 0.73156 1.61356 1.30752
C24 1.71421 1.19847 2.08027
C25 1.93419 -0.27636 2.11438
O3 2.80035 -0.78938 2.79166
O4 1.03654 -0.94379 1.44787
C26 -0.18909 3.70113 0.60484
C27 0.30449 4.67316 -0.24948
C28 -0.57940 5.33967 -1.08428
C29 -1.93058 5.02151 -1.07177
C30 -2.40858 4.04331 -0.21084
C31 -1.53530 3.38485 0.63956
H19 3.67300 0.39233 3.56100
H20 1.36174 4.89933 -0.26830
H21 -0.20568 6.10184 -1.75493
H22 -2.61224 5.53898 -1.73392
H23 -3.45898 3.78681 -0.19646
H24 -1.88053 2.62569 1.32855
N8 -0.14452 -4.28558 -0.70846
C32 -1.07385 -3.88393 0.20571
N9 -1.95220 -4.69741 0.74982
N10 -2.70853 -3.89130 1.52034
N11 -2.31761 -2.68034 1.44955
N12 -1.22985 -2.61949 0.61168
C33 0.67479 -3.41816 -1.35868
N13 1.53734 -3.80486 -2.27574
N14 2.13625 -2.66312 -2.66239
N15 1.68073 -1.65651 -2.03190
N16 0.70101 -2.08989 -1.16424
H25 -0.07522 -5.26469 -0.92771
N17 3.84202 0.21617 -0.16838
C34 4.43649 0.14568 -1.14853
C35 5.15783 0.06090 -2.39022
C36 6.27351 0.87523 -2.58186
C37 6.97088 0.80496 -3.77519
C38 6.55667 -0.07276 -4.76911
C39 5.44646 -0.88169 -4.57066
C40 4.73713 -0.82207 -3.38123
H26 6.58593 1.54932 -1.79569
H27 7.83928 1.43144 -3.92841
H28 7.10550 -0.12859 -5.70013
H29 5.13014 -1.56995 -5.34310
H30 3.87636 -1.45764 -3.21353

The energy above the lowest of the compared OMol25 structures with the same formula, charge and spin comes out at 12.8 kJ/mol. For the frontier orbital gap, the calculation gives 7.22 eV. As for the HOMO energy: -8.33 eV. Its LUMO energy is -0.041 hartree. Its net charge is 0. The calculated total energy comes out at -111129.0584 eV.